Entry 1:
DFT (ωB97M-V/def2-TZVPD) results for a structure of composition C9H48NO16Pd at a distorted geometry.

Computed properties:
* HOMO-LUMO gap (spin up / spin down): 8.99 / 7.82 eV
* LUMO (spin up / spin down): -3.73 / -4.95 eV
* total charge: +1
* spin multiplicity: 3

The geometry in XYZ format:
```
75
Properties=species:S:1:pos:R:3:forces:R:3
Pd 1.5657 3.0732 2.6734 0.183 -0.578 -0.426
C 0.4958 -1.6385 1.1447 0.416 0.546 -1.072
C 0.7444 -0.4547 0.1882 0.934 0.330 -0.402
C 0.4504 -0.8652 -1.2653 0.332 -1.012 -0.692
C -0.9970 -0.8608 -1.6967 0.074 -0.339 0.016
C -1.7048 0.3883 -1.2457 -1.044 -0.410 -0.321
C -1.5498 0.7759 0.2408 -1.209 -0.077 -1.759
N -0.0903 0.7417 0.5628 0.039 0.184 2.544
O 0.2184 1.3182 1.7275 -0.488 -0.784 -1.829
C -2.4536 -0.1535 1.0687 0.283 -0.391 0.743
C -2.1014 2.2025 0.3053 1.351 0.761 1.075
C 2.2410 -0.0990 0.1507 -0.379 1.105 0.472
H 1.3898 -2.2482 1.0181 -0.292 -0.355 -0.340
H -0.3923 -2.0844 0.7044 -0.035 -0.728 0.943
H 0.5060 -1.4620 2.2154 -0.607 0.338 -0.182
H 0.8451 -1.8748 -1.4113 -0.019 -0.127 0.380
H 1.1193 -0.3691 -1.9686 -0.369 0.770 0.122
H -1.4824 -1.7792 -1.3518 -0.198 0.249 0.575
H -1.1606 -0.9927 -2.7687 0.606 0.299 -0.153
H -2.7539 0.1793 -1.4765 -0.243 0.326 0.525
H -1.5172 1.2606 -1.8708 0.625 -0.111 0.024
H -3.4999 0.1520 1.0355 0.080 0.252 -0.375
H -2.2222 -0.1631 2.1360 0.289 -0.093 -0.068
H -2.4257 -1.1924 0.7415 0.158 0.056 -0.110
H -3.1207 2.3198 -0.0504 -0.032 -0.376 0.117
H -1.4688 2.9099 -0.2362 -0.104 -0.151 -0.404
H -1.9804 2.5759 1.3245 -0.633 -0.094 0.090
H 2.3817 0.7203 -0.5558 0.193 -0.103 -0.109
H 2.8267 -0.9624 -0.1592 -0.127 -0.049 -0.045
H 2.6023 0.2784 1.1069 -0.147 -0.376 0.152
O -4.1616 -1.9240 -3.5458 0.140 0.036 0.219
H -3.4134 -1.3744 -3.7978 -0.056 -0.015 -0.192
H -3.8908 -2.8204 -3.7693 -0.055 0.004 -0.058
O 3.5816 1.9297 2.7069 -0.431 0.343 0.109
H 4.4086 2.1339 3.1580 -0.081 0.102 0.101
H 3.8279 1.2961 2.0210 0.133 -0.087 -0.088
O 2.6002 1.2214 -3.3837 -0.381 0.559 0.332
H 3.2531 1.9157 -3.2363 0.082 -0.068 -0.081
H 1.8750 1.6626 -3.8431 0.135 -0.140 -0.344
O 0.5492 -0.4017 4.4280 -0.031 -0.105 -0.119
H 0.2256 -0.2940 3.5263 -0.021 0.212 0.070
H 0.6711 0.4959 4.7468 0.054 0.003 0.146
O 2.7618 -3.5936 -1.1967 -0.224 0.216 -0.011
H 2.6605 -4.1357 -1.9864 0.032 0.057 -0.038
H 1.9685 -3.7865 -0.6611 0.525 -0.317 0.005
O 1.3394 -4.7072 0.8471 -0.111 0.165 0.240
H 2.0514 -5.1280 1.3411 0.017 -0.103 -0.117
H 0.9362 -4.0968 1.4760 -0.295 -0.306 0.127
O -1.8257 2.3002 -4.2549 0.013 -0.056 0.122
H -2.5517 2.9327 -4.2855 -0.021 -0.036 -0.105
H -1.4772 2.3752 -3.3614 0.083 0.184 -0.045
O -2.3343 1.5387 3.8552 0.094 0.182 -0.245
H -1.6175 1.9378 4.3573 -0.109 -0.036 0.195
H -1.9782 1.4355 2.9644 0.172 0.029 0.127
O 3.1212 -1.4938 -3.3403 0.067 0.073 0.272
H 2.8793 -0.6179 -3.0068 0.215 -0.139 -0.394
H 3.5486 -1.9313 -2.5952 -0.175 -0.178 -0.010
O -0.9468 -3.6005 3.1482 0.102 0.197 0.017
H -1.9091 -3.5909 3.1586 0.000 -0.119 -0.013
H -0.6920 -3.1142 3.9413 -0.001 -0.056 0.044
O -0.2973 4.2990 2.3391 0.318 0.387 -0.073
H -0.1497 5.0839 1.7973 0.052 0.005 0.034
H -1.2558 4.2085 2.3888 0.049 -0.293 0.206
O 0.7924 2.8052 -1.4135 -0.279 0.046 0.105
H 0.2401 2.3673 -0.7473 0.399 0.084 -0.273
H 1.1224 2.0904 -1.9722 0.183 -0.077 0.103
O -1.3182 0.0520 -6.2107 0.071 -0.255 0.020
H -1.4500 0.3480 -5.3058 -0.068 0.286 -0.057
H -1.3485 0.8590 -6.7325 -0.023 0.017 0.026
O -5.2001 0.7444 3.2917 0.093 -0.032 -0.276
H -4.2875 1.0534 3.3345 -0.057 0.041 0.318
H -5.1474 -0.1997 3.4677 -0.068 0.014 0.070
O 5.4743 -0.3514 1.6008 -0.341 0.163 -0.031
H 4.8566 -1.0905 1.6190 0.113 -0.096 0.046
H 6.0425 -0.5305 0.8437 0.050 0.048 0.026
```
Positions in Å, forces in eV/Å.

Here are the Mulliken charges for atoms 1 to 6, given in e: 0.456 -1.569 1.499 -0.465 -0.812 0.117

***

Entry 2:
DFT (ωB97M-V/def2-TZVPD) results for a structure of composition C12H19Cl2N3OTi at a distorted geometry.

Computed properties:
* HOMO-LUMO gap (spin up / spin down): 4.97 / 5.31 eV
* LUMO (spin up / spin down): 3.13 / 3.08 eV
* total charge: -1
* spin multiplicity: 2

The geometry in XYZ format:
```
38
Properties=species:S:1:pos:R:3:forces:R:3
Ti 1.0161 1.4756 1.6821 0.758 -2.371 -3.878
Cl -0.4221 2.9356 0.7321 -0.600 1.181 -0.484
Cl 2.0926 2.7587 3.0862 1.009 1.004 0.997
C 1.5719 0.6033 -0.2580 0.684 1.793 3.731
H 2.2617 -0.2466 -0.4675 -0.203 0.723 0.547
H 1.9027 1.5233 -0.7808 -0.119 -0.492 -0.177
C -0.5169 -0.2519 -1.9252 2.034 -0.672 -0.226
C 0.8136 -0.5253 -2.1585 -2.729 -1.117 -0.728
H -1.0522 -0.8122 -1.1533 0.253 0.140 -0.196
C 1.5858 0.1548 -3.2526 0.004 0.622 0.123
H 1.2828 -1.4170 -1.7182 -0.506 0.418 -0.192
C 1.0975 1.6123 -3.3400 0.298 -0.181 -0.169
H 2.6544 0.1103 -2.9971 -0.184 0.157 -0.165
H 1.4595 -0.3402 -4.2387 -0.010 0.049 0.497
C -0.4136 1.6933 -3.5619 0.056 -0.065 0.033
H 1.3401 2.0933 -2.3892 -0.076 0.053 -0.234
H 1.6466 2.1443 -4.1268 -0.172 0.008 0.005
C -1.2140 0.9493 -2.4738 -0.272 0.322 -0.130
H -0.6987 2.7501 -3.5770 -0.116 -0.090 -0.032
H -0.6742 1.2780 -4.5439 0.117 0.006 0.036
H -1.4551 1.6422 -1.6418 0.189 -0.331 -0.246
H -2.1828 0.6365 -2.8995 0.139 0.142 0.136
C 1.0462 -2.9760 3.2108 -0.225 0.394 -0.150
N 0.0285 -1.9724 2.8717 1.897 0.540 -0.030
C -1.3081 -2.2660 3.0402 -0.396 -1.611 0.879
C -2.2468 -1.3279 2.7067 -0.701 1.486 -0.587
C -1.8337 -0.0515 2.2772 -0.106 -2.162 0.665
N -0.5208 0.3057 2.4416 1.060 -1.034 0.124
C 0.3919 -0.6907 2.6280 0.555 0.058 -0.456
O 1.6227 -0.3447 2.4604 -1.340 -0.550 0.837
N -2.6057 0.8259 1.6289 -1.647 1.079 -0.564
H 1.2372 -2.9678 4.2927 -0.046 -0.115 -0.191
H 1.9796 -2.7774 2.6846 -0.166 0.217 0.052
H 0.6886 -3.9584 2.8947 -0.087 0.095 0.118
H -1.4913 -3.2706 3.4202 -0.220 0.420 -0.136
H -3.2998 -1.5940 2.7335 0.117 0.094 -0.125
H -3.5940 0.6261 1.4705 0.888 0.136 0.099
H -2.1902 1.6720 1.2417 -0.137 -0.344 0.218
```
Positions in Å, forces in eV/Å.

Here are the natural (NBO) charges for atoms 1 to 6, given in e: 1.017 -0.491 -0.442 -0.874 0.158 0.147

***

Entry 3:
DFT (ωB97M-V/def2-TZVPD) results for an isolated molecule of C2H2N2O2S at a distorted geometry.

Computed properties:
* HOMO-LUMO gap (spin up / spin down): 8.20 / 8.58 eV
* LUMO (spin up / spin down): -1.10 / -0.36 eV

The geometry in XYZ format:
```
9
Properties=species:S:1:pos:R:3:forces:R:3
C -0.7059 -0.6124 0.4886 -0.954 1.921 -1.209
C -0.6569 0.6103 -0.3895 -0.190 0.853 0.165
N -1.6653 -1.3955 0.3108 0.295 -2.394 2.079
N -1.3954 1.6339 -0.3312 2.109 -0.724 -1.062
O -2.6086 -1.0299 -0.6106 -0.640 0.573 -1.095
O -2.9891 1.0082 0.7867 -1.342 -1.072 0.134
S -3.7391 0.0818 -0.1218 0.749 0.548 0.740
H 0.1097 -0.7978 1.1572 0.088 -0.549 0.346
H 0.0879 0.4059 -1.1792 -0.114 0.844 -0.099
```
Positions in Å, forces in eV/Å.

Here are the natural (NBO) charges for atoms 1 to 6, given in e: 0.045 -0.102 -0.102 -0.146 -0.555 -0.727

***

Entry 4:
DFT (ωB97M-V/def2-TZVPD) results for a structure of composition H27O14 at a distorted geometry.

Computed properties:
* HOMO-LUMO gap: 8.80 eV
* LUMO: 2.53 eV
* total charge: -1

The geometry in XYZ format:
```
41
Properties=species:S:1:pos:R:3:forces:R:3
O -2.4840 0.2102 -3.6974 -0.396 0.533 -1.476
H -3.1032 0.0728 -2.9921 -0.063 -0.220 0.258
O 1.1779 2.5687 -0.1569 -0.303 -0.780 -0.550
H -3.4599 -1.6998 -0.4855 0.301 0.485 0.001
H 1.6478 1.6667 -1.5376 0.556 0.418 -0.014
O 3.4546 1.3925 0.9719 -0.139 1.230 -0.703
H 2.4885 1.7449 -2.8776 0.596 1.317 -1.128
H -1.3979 -1.1590 0.9072 -0.110 0.317 -0.523
O -1.2983 -1.6122 0.0552 -0.812 -1.664 0.806
H 1.7004 -2.5638 0.0730 -0.575 0.485 1.579
H -1.8937 -1.2060 -0.6086 1.331 0.208 0.892
O -0.3099 1.1030 1.1233 0.038 0.507 -1.343
H -2.4854 3.5727 2.2779 -0.030 -0.137 -0.160
H 0.4680 1.7036 0.3925 -0.384 0.496 1.067
O 0.1564 3.3954 -3.9404 0.155 0.038 0.282
H 1.0172 3.2695 -3.5179 -0.242 0.016 -0.087
H -0.4569 3.0449 -3.2811 0.004 -0.094 -0.184
O -4.0028 -1.1675 -1.0740 -1.780 -1.362 -0.156
H 0.1857 -4.6258 1.8913 0.516 0.319 -0.345
H -3.6281 -0.3576 -1.3645 1.075 0.808 0.482
O 2.1530 1.1687 -2.2342 -1.023 -1.728 1.176
H 2.6308 1.8902 0.7678 -0.303 -0.535 0.447
H 0.3713 0.4953 1.3707 0.420 -0.978 0.614
O -1.1501 0.2342 -1.4345 -0.044 1.070 -1.176
H -0.8471 0.7585 -0.6701 0.300 -0.379 0.599
H 3.9874 1.9453 0.3729 0.414 -0.687 0.299
O 3.6715 -1.3631 2.6079 0.206 -1.044 1.609
H 4.1674 -1.2740 1.8093 -0.212 0.628 -0.923
H 2.8106 -0.9570 2.5729 0.014 0.479 -0.681
O -1.2198 -2.9321 3.3094 -1.123 1.029 1.448
H -0.6655 -3.0443 4.1008 -0.249 0.116 -0.547
H -1.0121 -3.6948 2.7886 -0.070 -0.320 -0.001
O -2.0324 3.1090 2.9839 -0.211 0.039 0.481
H -2.3859 2.2097 2.9914 0.278 0.192 -0.282
H -1.7715 -0.4045 -3.5600 0.181 -0.266 0.266
O 0.7327 -3.9027 2.2358 0.993 -1.225 -0.413
H -0.3753 0.0272 -1.9734 0.013 0.440 0.212
H 0.4110 -3.0909 1.8413 -0.178 0.197 -0.295
O 1.4716 -2.1556 -0.7338 1.248 -0.814 -3.110
H 0.3822 3.0574 -0.3639 0.023 0.753 -0.064
H 0.8939 -1.4298 -0.9416 -0.412 0.113 1.648
```
Positions in Å, forces in eV/Å.

Here are the natural (NBO) charges for atoms 1 to 6, given in e: -0.924 0.456 -1.142 0.491 0.507 -0.974

***

Entry 5:
DFT (ωB97M-V/def2-TZVPD) results for a structure of composition C20H29N3NiO6SSi2Te at a distorted geometry.

Computed properties:
* HOMO-LUMO gap (spin up / spin down): 4.22 / 4.16 eV
* LUMO (spin up / spin down): -1.52 / -1.52 eV

The geometry in XYZ format:
```
63
Properties=species:S:1:pos:R:3:forces:R:3
Ni -0.7681 -0.0723 -0.9763 0.355 0.076 1.087
O -5.8187 -2.9798 -5.5990 0.742 -0.356 0.489
N -4.8372 -3.3463 -4.9445 -1.707 -1.880 -1.713
O -4.4546 -4.5209 -4.9468 -0.264 1.064 0.044
C -4.1547 -2.3797 -4.1943 0.205 3.146 0.848
C -4.6353 -1.0662 -4.2973 -0.038 -2.447 -0.518
C -4.0191 -0.0028 -3.6579 1.286 1.100 1.188
C -4.4501 1.3506 -3.7492 0.093 -0.681 -0.062
C -3.7325 2.3214 -3.1120 0.111 0.155 0.117
C -2.5734 1.9769 -2.3915 -0.266 -0.659 -0.242
N -2.1591 0.7255 -2.2777 -0.371 0.541 -0.501
C -2.8644 -0.2564 -2.8638 -0.862 0.496 -0.590
C -2.4109 -1.6021 -2.6744 0.031 -0.593 -0.080
N -1.3714 -1.7698 -1.8234 0.411 -0.825 -0.045
C -0.8756 -2.9992 -1.6483 -0.244 0.935 0.001
C -1.3917 -4.1020 -2.3026 -0.594 -0.148 -0.465
C -2.4778 -3.9582 -3.1486 0.408 -0.155 0.289
C -3.0301 -2.6810 -3.3569 0.403 -0.065 0.249
H -5.5004 -0.8938 -4.9166 -0.064 -0.008 -0.058
H -5.3368 1.5787 -4.3244 -0.035 0.071 -0.038
H -4.0261 3.3597 -3.1628 -0.056 0.032 -0.023
H -1.9771 2.7360 -1.9047 0.135 -0.040 0.057
H -0.0385 -3.0904 -0.9626 -0.052 0.087 -0.035
H -0.9481 -5.0732 -2.1517 0.017 -0.099 0.048
H -2.9038 -4.8089 -3.6528 0.132 0.034 0.106
C 4.1987 -3.4370 3.2502 -0.411 0.539 -0.076
Si 3.1036 -1.9635 2.7234 -0.082 -0.150 -0.229
C 1.2887 -2.2892 3.2222 0.660 0.228 -0.135
C 3.7785 -0.3792 3.5506 -0.287 -0.553 -0.322
C 3.2082 -1.8801 0.8099 -0.178 0.477 0.649
Te 1.7266 -0.6030 -0.2081 1.760 -1.209 -0.031
C 2.6264 1.2006 0.5777 0.083 0.000 0.140
Si 1.5336 3.1161 2.2360 0.156 0.215 0.881
C 2.7704 4.4818 1.7805 -0.618 -0.521 0.104
C 1.1249 2.9278 4.0741 0.358 0.305 -0.744
C -0.4746 4.3325 0.6735 0.089 0.219 -0.167
H 4.2118 -3.5416 4.3298 -0.005 -0.017 0.280
H 5.2251 -3.3060 2.9231 0.208 0.107 -0.098
H 3.8433 -4.3744 2.8357 -0.151 -0.168 -0.133
H 1.1652 -2.3202 4.3014 0.045 0.003 0.200
H 0.9440 -3.2419 2.8286 -0.004 -0.179 -0.116
H 0.6276 -1.5167 2.8320 0.003 0.108 -0.055
H 3.7818 -0.4725 4.6326 -0.012 -0.159 0.217
H 3.1743 0.4858 3.3037 -0.132 0.082 -0.094
H 4.8000 -0.1752 3.2416 0.215 -0.035 -0.105
H 3.0742 -2.8725 0.3870 -0.088 -0.181 -0.051
H 4.1856 -1.5289 0.4888 0.189 0.011 -0.070
H 2.5294 1.9585 -0.1935 0.048 -0.037 -0.150
H 3.6805 1.0081 0.7810 -0.020 -0.251 -0.111
H 3.7217 4.3108 2.2739 0.158 -0.114 0.134
H 2.4074 5.4514 2.1059 -0.121 0.204 0.108
H 2.9615 4.5538 0.7120 -0.057 -0.118 -0.144
H 1.9857 2.6192 4.6566 0.237 -0.106 0.074
H 0.3308 2.2019 4.2317 -0.069 -0.112 -0.171
H 0.7878 3.8769 4.4779 -0.118 0.232 0.083
H 0.0147 4.3230 -0.3013 -0.017 0.046 -0.043
H -0.3498 5.3109 1.1371 -0.122 0.075 -0.011
H -1.5320 4.1018 0.5422 -0.020 0.159 -0.004
O 2.0134 1.6179 1.7785 0.914 0.299 0.364
S -0.2684 1.3247 0.6085 -0.985 -3.172 0.051
O 0.2031 1.7913 -0.7043 0.397 1.933 -1.306
O -1.7101 1.1383 0.6453 -1.962 0.839 0.304
O 0.0613 3.3232 1.4946 0.163 1.223 0.623
```
Positions in Å, forces in eV/Å.

Here are the natural (NBO) charges for atoms 1 to 6, given in e: 0.442 -0.386 0.507 -0.387 0.031 -0.093

***

We obtain energy above the lowest of the compared OMol25 structures with the same formula, charge and spin values of 0.5152; 1.1043; 5.7035; 4.4090; 3.2090 eV for the records listed above, in that order.